Density functional theory data (ωB97M-V/def2-TZVPD) for one molecule with the formula C9H21NSi.

Geometry as XYZ:
```
32
Properties=species:S:1:pos:R:3:forces:R:3
C 2.33726 -1.19009 -0.88141 -3.2 -0.3 -2.0
C 1.56010 -0.72477 -2.17960 -0.2 -1.9 -1.3
C 1.66839 -0.42357 0.32738 -0.2 -2.1 -0.2
C 0.07472 -0.68153 -2.04988 1.9 2.4 3.2
C 2.03595 1.00422 0.57653 -2.8 1.5 -1.8
C -0.65980 0.55612 -2.45314 1.3 1.1 1.3
C -1.45681 1.85342 1.32817 -0.3 1.9 -1.6
C -0.73058 -0.68063 3.00018 -3.6 0.8 -1.1
C -2.46880 -0.74199 0.36833 -0.5 -1.0 0.8
N 0.26254 -0.61844 0.22531 0.0 0.0 -2.8
Si -0.99864 0.01872 1.18906 1.1 -1.3 0.0
H 2.10929 -2.28362 -0.96236 0.2 0.7 1.3
H 3.35023 -1.09923 -1.14235 1.6 0.5 0.4
H 1.88579 0.23317 -2.48507 0.4 1.2 -0.4
H 1.79525 -1.44854 -3.09327 -0.2 1.2 1.8
H 1.99142 -1.08448 1.14281 0.2 0.4 0.5
H -0.46758 -1.53882 -1.88564 -1.0 -2.0 -0.1
H 1.57086 1.67982 -0.25286 1.3 -1.2 0.8
H 3.06948 1.09357 0.63859 1.9 0.8 0.4
H 1.43636 1.44277 1.40073 0.9 -0.6 0.2
H -0.60482 1.28470 -1.58744 -0.1 -0.6 -1.2
H -1.64863 0.38938 -2.70077 -2.3 -0.6 0.1
H -0.32776 1.06154 -3.34779 1.0 0.1 -0.2
H -2.58607 1.93494 1.12556 1.5 -0.1 0.8
H -1.15579 2.26056 2.31792 -0.5 -0.1 -0.6
H -1.04781 2.62018 0.51225 -0.4 -1.8 1.6
H -1.06769 -1.75663 3.07417 0.3 1.2 -0.1
H 0.16689 -0.55275 3.53046 1.3 0.3 0.4
H -1.53380 0.02709 3.47218 1.2 -1.5 -0.1
H -2.41758 -1.78682 0.01084 0.3 0.6 0.1
H -3.22465 -0.73785 1.13885 -0.6 -0.2 0.5
H -2.91772 -0.11042 -0.35772 -0.1 0.6 -1.1
```
Positions in Å, forces in eV/Å.

Total energy   -699.6587 Eh
Relative energy (zero: lowest compared OMol25 entry of this formula, charge and spin)   307.3 kJ/mol
LUMO level (spin up / spin down)   0.3936 / 0.3944 eV
Spin multiplicity   1
HOMO-LUMO gap (spin up / spin down)   8.141 / 8.143 eV

Löwdin population analysis, charges in e, atoms 1 to 4:
1. C -0.11
2. C -0.21
3. C -0.50
4. C -0.07

Density functional theory data (ωB97M-V/def2-TZVPD) for one molecule with the formula C18H17ClF3NO3.

Geometry as XYZ:
```
43
Properties=species:S:1:pos:R:3:forces:R:3
C 0.46490 -2.48496 -3.45754 1.6 -3.8 0.3
O 0.33835 -1.35258 -2.72908 -1.8 2.8 1.7
C 0.59055 -1.39834 -1.42965 5.6 -1.0 2.0
O 1.58152 -2.05593 -0.97240 -4.0 1.9 -1.8
C -0.14160 -0.34858 -0.53787 0.4 1.4 2.5
N 0.13834 1.10341 -0.85429 0.0 -2.6 1.0
C -0.35976 1.70705 -2.01155 2.2 0.3 -0.7
C -1.55778 2.38885 -1.94787 -3.2 1.3 -1.6
C -2.05305 3.23473 -3.00716 1.5 -1.2 -0.6
C -1.10071 3.44640 -4.06719 -1.5 0.3 0.5
C 0.09495 2.79825 -4.10018 2.2 -1.3 1.1
C 0.51679 1.83685 -3.10517 -1.9 1.7 -1.7
Cl 1.94986 0.86252 -3.40562 -0.4 1.1 0.5
C 0.22146 -0.42997 1.07113 -1.0 -0.6 -2.6
C 0.48151 -1.67571 1.56469 1.1 -2.0 1.6
C 0.68431 -1.82431 2.94428 1.4 0.6 -0.8
C 1.33261 -3.12849 3.37364 -0.4 0.4 0.8
C 0.58945 -0.67266 3.77711 1.8 -6.1 0.3
O 0.95868 -0.79732 5.07589 0.3 -1.0 0.8
C 0.26536 0.49848 3.34093 -0.4 3.1 -1.8
C 0.29516 1.60096 4.34668 -1.7 1.6 -1.4
C 0.06886 0.60035 1.97286 -1.6 2.6 -0.8
C -1.61604 -0.74841 -0.60454 -0.6 0.5 0.1
F -2.39008 0.04550 0.28324 1.1 -2.2 -1.8
F -1.70972 -2.11687 -0.37422 -0.3 2.0 0.5
F -2.10069 -0.60875 -1.85267 -0.5 0.4 0.7
H -0.06010 -2.42839 -4.38443 -0.2 0.6 -0.6
H -0.08338 -3.24463 -2.83166 1.0 -0.1 -1.0
H 1.57539 -2.75911 -3.63213 -1.8 0.2 0.3
H 1.14462 1.26588 -0.69477 -0.8 -0.2 -0.3
H -2.30088 2.14522 -1.16116 1.0 0.3 -0.2
H -3.11952 3.58521 -3.12423 1.5 -0.3 0.6
H -1.20555 4.07031 -4.96440 -0.8 0.1 0.7
H 0.79398 3.12980 -4.86648 0.0 -0.6 0.0
H 0.71926 -2.59997 0.98177 -0.6 1.4 0.3
H 2.13036 -2.99765 4.16578 -1.2 -0.4 -0.8
H 1.69844 -3.69627 2.52638 0.6 0.4 -0.3
H 0.49008 -3.75580 3.64025 0.1 -0.4 1.1
H 0.21041 -0.42954 5.52763 -0.3 0.3 1.2
H 0.16950 2.59562 3.83049 -0.2 -0.9 0.7
H 1.20023 1.64707 4.88301 1.3 -0.1 0.5
H -0.48820 1.42747 5.09705 -0.1 0.5 -0.2
H -0.41786 1.56432 1.71343 0.8 -0.6 -0.6
```
Positions in Å, forces in eV/Å.

Total energy   -1736.2822 Eh
Relative energy (zero: lowest compared OMol25 entry of this formula, charge and spin)   386.3 kJ/mol
LUMO level   0.6021 eV
Spin multiplicity   1
HOMO-LUMO gap   9.200 eV
SMILES   COC(=O)[C@](Nc1ccccc1Cl)(c1cc(C)c(O)c(C)c1)C(F)(F)F

Löwdin population analysis, charges in e, atoms 1 to 4:
1. C -0.08
2. O -0.12
3. C -0.38
4. O 0.08

Density functional theory data (ωB97M-V/def2-TZVPD) for one molecule with the formula C5H9NO.

Geometry as XYZ:
```
16
Properties=species:S:1:pos:R:3:forces:R:3
C -1.15684 -0.30358 1.05668 2.1 -0.7 0.2
C -1.31681 0.24715 -0.29489 1.7 -0.4 -1.0
N -0.89887 1.59500 -0.53591 -0.2 0.8 0.0
C 0.11312 0.70471 -1.02205 -1.3 -1.6 0.4
C 1.32622 0.40273 -0.23715 -0.2 -1.9 1.0
C 1.27299 -1.19815 0.44712 1.8 1.1 -2.1
O 0.99049 -2.16812 -0.22501 0.0 0.7 0.4
H -1.11951 0.43122 1.86320 -0.4 0.0 -0.1
H -1.74012 -1.20457 1.27583 0.1 0.4 0.0
H 0.01711 -0.68255 1.02749 -2.9 0.7 1.0
H -1.91846 -0.31077 -1.01194 -0.1 0.4 0.2
H -1.41710 2.01356 -1.29449 0.0 0.2 0.0
H 0.12920 0.41443 -2.07176 -0.1 0.3 0.1
H 1.50444 1.11532 0.58018 0.1 -0.3 -0.2
H 2.21621 0.22371 -0.84934 -0.1 0.4 0.0
H 1.99792 -1.28008 1.29204 -0.5 0.0 0.2
```
Positions in Å, forces in eV/Å.

Total energy   -325.7854 Eh
Relative energy (zero: lowest compared OMol25 entry of this formula, charge and spin)   399.5 kJ/mol
LUMO level   0.8432 eV
Spin multiplicity   1
HOMO-LUMO gap   9.735 eV
SMILES   C[C@H]1N[C@H]1CC=O

Löwdin population analysis, charges in e, atoms 1 to 4:
1. C -0.04
2. C -0.28
3. N 0.02
4. C -0.25

Density functional theory data (ωB97M-V/def2-TZVPD) for a 2-piece molecular cluster, C3H7BO3 overall.

Geometry as XYZ:
```
14
Properties=species:S:1:pos:R:3:forces:R:3
C 1.21604 1.81464 -0.20319 0.0 -0.2 0.1
C 0.80424 0.74686 0.46926 0.1 -0.3 0.1
B 0.95514 -0.73125 -0.03684 -0.1 0.7 0.1
O 1.76194 -0.97979 -1.09446 0.5 0.0 -0.7
O 0.29160 -1.71086 0.64108 -0.4 -0.3 0.5
H 1.67416 1.70564 -1.17210 0.2 0.0 -0.2
H 1.11211 2.82186 0.17255 -0.1 0.1 0.1
H 0.31939 0.89028 1.42834 0.0 0.1 0.1
H 1.79065 -1.87920 -1.42796 0.0 0.0 0.0
H 0.40073 -2.60534 0.31151 0.1 0.0 0.0
C -2.37330 -0.27355 -0.09502 -0.5 -0.3 0.5
O -1.75401 0.06505 -1.05743 0.2 0.1 -0.4
H -3.28146 0.25337 0.25126 0.0 0.2 -0.1
H -2.09389 -1.14504 0.52066 0.2 0.0 -0.1
```
Positions in Å, forces in eV/Å.

Total energy   -369.1329 Eh
Relative energy (zero: lowest compared OMol25 entry of this formula, charge and spin)   131.8 kJ/mol
LUMO level   0.3567 eV
Spin multiplicity   1
HOMO-LUMO gap   10.124 eV
SMILES   C=CB(O)O.C=O

Löwdin population analysis, charges in e, atoms 1 to 4:
1. C 0.02
2. C -0.07
3. B -0.73
4. O 0.18

Density functional theory data (ωB97M-V/def2-TZVPD) for a 2-piece molecular cluster, C6H10O overall.

Geometry as XYZ:
```
17
Properties=species:S:1:pos:R:3:forces:R:3
C 0.53348 -0.08289 -0.64439 0.2 0.6 -0.7
C 0.99440 -1.05497 0.15096 0.2 -0.3 0.5
C 0.97336 1.88018 0.70197 -0.2 -1.5 0.5
C 0.19016 1.27327 -0.28068 -0.8 -0.3 -0.1
C -0.80186 2.07700 -0.98579 0.1 -0.8 0.4
C -1.00441 2.00092 -2.31344 0.1 0.2 0.5
H 0.48959 -0.22183 -1.72116 0.0 -0.4 0.1
H 1.43443 -1.96141 -0.23715 -0.4 -0.2 -0.2
H 0.92252 -1.02675 1.23213 0.2 0.3 0.0
H 1.28266 2.89435 0.68843 -0.2 0.9 0.0
H 1.35557 1.23243 1.48596 0.3 0.2 -0.1
H -1.40664 2.64712 -0.29189 0.5 1.2 -0.5
H -1.35519 2.88181 -2.82847 -0.9 -0.2 -0.1
H -0.76976 1.11705 -2.88494 0.7 0.2 -0.3
H -1.58041 -4.46732 2.77585 0.3 0.1 0.1
H -0.17009 -3.80817 2.91480 -0.3 -0.2 0.2
O -0.69559 -4.42234 2.39288 0.0 0.1 -0.3
```
Positions in Å, forces in eV/Å.

Total energy   -309.4389 Eh
Relative energy (zero: lowest compared OMol25 entry of this formula, charge and spin)   279.1 kJ/mol
LUMO level (spin up / spin down)   -5.5694 / -7.7169 eV
Spin multiplicity   2
HOMO-LUMO gap (spin up / spin down)   8.425 / 6.276 eV
Charge   +1

Löwdin population analysis, charges in e, atoms 1 to 4:
1. C -0.07
2. C 0.14
3. C 0.25
4. C -0.20